{
  "formula": "C38H53As2BrCrN2O4SSi",
  "method": "wB97M-V/def2-TZVPD",
  "elements": ["Br", "As", "As", "Cr", "S", "Si", "O", "O", "O", "O", "N", "N", "C", "C", "C", "C", "C", "C", "C", "C", "C", "C", "C", "C", "C", "C", "C", "C", "C", "C", "C", "C", "C", "C", "C", "C", "C", "C", "C", "C", "C", "C", "C", "C", "C", "C", "C", "C", "C", "C", "H", "H", "H", "H", "H", "H", "H", "H", "H", "H", "H", "H", "H", "H", "H", "H", "H", "H", "H", "H", "H", "H", "H", "H", "H", "H", "H", "H", "H", "H", "H", "H", "H", "H", "H", "H", "H", "H", "H", "H", "H", "H", "H", "H", "H", "H", "H", "H", "H", "H", "H", "H", "H"],
  "positions_angstrom": [[5.24, -1.56, 3.91], [-2.10, 2.06, -0.29], [0.39, 2.41, -2.36], [0.32, 2.20, 0.12], [0.19, -0.04, -0.28], [0.53, -2.14, 0.08], [1.73, -2.42, -0.95], [-0.88, -2.85, -0.27], [0.93, -2.46, 1.61], [2.23, 2.18, 0.30], [-0.03, 4.12, 0.64], [0.21, 2.08, 2.09], [4.15, 0.95, 0.80], [-1.44, 1.24, -4.33], [4.07, -2.59, -0.47], [0.23, -3.01, 2.74], [-1.28, 1.61, -3.00], [-1.52, -3.32, -1.47], [-1.43, 5.33, 2.24], [-2.33, 1.42, -2.11], [1.28, -3.14, 3.85], [-0.33, -4.39, 2.43], [2.27, 0.89, 2.34], [0.31, 4.03, -3.49], [3.04, -3.66, -2.50], [1.71, 1.39, -3.38], [-1.16, -2.45, -2.67], [-1.34, 6.47, 1.42], [-3.52, 0.85, -2.55], [2.85, -3.32, -1.02], [1.04, 1.42, 2.83], [2.59, -4.59, -0.21], [0.07, 5.23, -0.07], [-2.18, 5.24, 3.44], [-3.02, -3.27, -1.21], [-0.57, 6.42, 0.29], [3.02, 0.04, 3.17], [2.84, 1.36, 1.11], [-0.69, 3.01, 2.62], [-1.42, 2.96, 3.78], [-1.06, -4.76, -1.71], [-2.63, 0.67, -4.77], [-3.30, 0.96, 0.79], [4.26, -0.38, 2.80], [4.84, 0.07, 1.60], [-3.18, 3.68, -0.50], [-0.73, 4.18, 1.82], [-2.19, 4.08, 4.16], [-0.88, -2.05, 3.14], [-3.67, 0.48, -3.87], [-2.97, -0.07, 0.72], [1.65, 0.35, -3.04], [2.10, -3.76, 3.51], [0.87, 1.35, 3.90], [-3.26, 4.22, 0.45], [-2.74, 0.39, -5.80], [4.97, -3.19, -0.62], [-0.46, -1.06, 3.35], [-3.28, -3.89, -0.36], [1.52, 1.46, -4.44], [4.20, -1.63, -0.97], [-1.41, -2.41, 4.02], [1.29, 4.52, -3.51], [0.47, -5.06, 2.09], [-1.31, -5.38, -0.85], [-4.34, 0.71, -1.85], [-3.32, -2.24, -1.00], [-4.60, 0.04, -4.21], [3.93, -4.28, -2.63], [-3.56, -3.62, -2.09], [1.64, -5.04, -0.51], [1.68, -2.16, 4.12], [2.18, -4.22, -2.87], [-1.72, -2.78, -3.55], [-3.22, 1.29, 1.82], [2.71, 1.77, -3.16], [-0.79, -4.82, 3.32], [-2.78, 4.02, 5.07], [-1.53, -5.17, -2.60], [-1.08, -4.33, 1.64], [-1.59, -1.95, 2.32], [0.83, -3.59, 4.73], [-0.64, 1.39, -5.04], [-0.44, 4.72, -3.10], [-4.34, 1.05, 0.47], [3.14, -2.76, -3.09], [-1.43, -1.41, -2.46], [0.68, 5.17, -0.96], [-0.46, 7.29, -0.35], [4.58, 1.32, -0.12], [3.94, -2.42, 0.60], [-2.69, 4.32, -1.23], [-4.18, 3.43, -0.86], [-2.74, 6.10, 3.77], [0.04, 3.75, -4.50], [-0.09, -2.50, -2.88], [-1.41, 2.08, 4.40], [0.02, -4.77, -1.85], [5.82, -0.27, 1.32], [2.55, -4.35, 0.85], [-1.87, 7.37, 1.70], [2.59, -0.29, 4.11], [3.39, -5.31, -0.38]],
  "homo_energy_ev": [-10.152, -10.280],
  "energy_ha": -10668.0158,
  "spin_multiplicity": 2,
  "charge": 1
}